# C5H8O2

A single C5H8O2 molecule in a non-equilibrium geometry (wB97M-V/def2-TZVPD, the OMol25 dataset).

## Properties
SMILES ... C=C1[C@@H](O)[C@@]1(C)O
Calculated total energy ... -345.62423 hartree
Strongest force on any atom ... 4.6 eV/A
Gap between HOMO and LUMO ... 0.3404 hartree

Geometry (Å):
C (-0.536, 0.461, 2.089)
C (-0.259, 0.216, 0.826)
C (0.186, -1.109, 0.217)
O (-0.747, -2.142, 0.109)
C (-0.023, 0.172, -0.583)
C (1.194, 0.880, -1.099)
O (-1.146, 0.104, -1.417)
H (-0.079, -0.589, 2.084)
H (-0.932, 1.425, 2.478)
H (1.196, -1.514, 0.314)
H (-1.528, -1.747, -0.309)
H (1.450, 0.483, -2.081)
H (2.039, 0.728, -0.416)
H (1.008, 1.955, -1.168)
H (-1.823, 0.677, -1.042)

Mulliken atomic charge list, values in e, 8 entries: C -0.920; C 0.368; C -0.537; O -0.517; C 0.753; C -1.415; O -0.596; H 0.345

***

# C5H8O2

2 unconnected molecules or ions with the total composition C5H8O2 in a non-equilibrium geometry (wB97M-V/def2-TZVPD, the OMol25 dataset).

## Properties
SMILES ... C#CC=C.OCO
Calculated total energy ... -345.63196 hartree
Strongest force on any atom ... 5.8 eV/A
Gap between HOMO and LUMO ... 0.3428 hartree

Geometry (Å):
C (-0.712, 2.270, -1.740)
C (-0.749, 1.074, -1.631)
C (-0.690, -0.329, -1.363)
C (-1.784, -1.003, -0.912)
H (-0.610, 3.317, -1.762)
H (0.023, -0.859, -1.989)
H (-2.636, -0.479, -0.510)
H (-1.855, -2.072, -1.016)
O (0.466, -0.223, 0.502)
C (1.357, 0.004, 1.838)
O (2.034, -1.157, 2.145)
H (1.089, 0.280, -0.056)
H (2.104, 0.797, 1.756)
H (0.571, 0.261, 2.559)
H (1.394, -1.881, 2.179)

Mulliken atomic charge list, values in e, 8 entries: C 0.060; C -0.379; C -0.062; C -0.837; H 0.418; H 0.252; H 0.269; H 0.280

***

# C5H8O2

A single C5H8O2 molecule (wB97M-V/def2-TZVPD, the OMol25 dataset).

## Properties
SMILES ... O[C@H]1C[C@]2(CO2)C1
Calculated total energy ... -345.72140 hartree
Strongest force on any atom ... 0.4 eV/A
Gap between HOMO and LUMO ... 0.4088 hartree

Geometry (Å):
O (-0.506, -2.318, -0.520)
C (0.421, -1.412, 0.024)
C (-0.165, -0.440, 1.087)
C (-0.115, 0.662, 0.031)
C (-0.300, 2.104, 0.115)
O (-1.298, 1.263, -0.462)
C (0.753, -0.196, -0.885)
H (-1.279, -1.814, -0.811)
H (1.273, -2.015, 0.345)
H (-1.157, -0.703, 1.466)
H (0.512, -0.258, 1.928)
H (-0.576, 2.565, 1.063)
H (0.225, 2.754, -0.586)
H (0.403, -0.277, -1.918)
H (1.811, 0.085, -0.877)

Mulliken atomic charge list, values in e, 8 entries: O -0.559; C 0.008; C -0.793; C 0.785; C -0.584; O -0.488; C -0.804; H 0.348

***

# C5H8O2

A single C5H8O2 molecule (wB97M-V/def2-TZVPD, the OMol25 dataset).

## Properties
SMILES ... O=C=CCCCO
Calculated total energy ... -345.75466 hartree
Strongest force on any atom ... 1.0 eV/A
Gap between HOMO and LUMO ... 0.3550 hartree

Geometry (Å):
O (-2.763, -1.785, 0.705)
C (-2.419, -0.711, 0.394)
C (-2.002, 0.487, 0.042)
C (-0.531, 0.756, -0.202)
C (0.291, -0.508, 0.053)
C (1.781, -0.405, -0.234)
O (2.454, 0.512, 0.607)
H (-2.759, 1.258, -0.051)
H (-0.196, 1.568, 0.459)
H (-0.383, 1.104, -1.235)
H (0.161, -0.807, 1.101)
H (-0.114, -1.317, -0.570)
H (2.239, -1.381, -0.044)
H (1.949, -0.170, -1.298)
H (2.291, 1.401, 0.273)

Mulliken atomic charge list, values in e, 8 entries: O -0.401; C 0.575; C -0.774; C -0.184; C -0.520; C -0.794; O -0.514; H 0.335

***

Energy relative to the best compared isomer or geometry (same formula, charge and spin) in kJ/mol, matching the order above: 474.5, 454.2, 219.4, 132.1
E_HOMO in eV, matching the order above: -8.662, -8.599, -10.189, -8.921